*i*
DFT (wB97M-V/def2-TZVPD) results for C7H6 in the gas phase.

Geometry as ORCA input:
```
! wB97M-V def2-TZVPD RIJCOSX def2/J DEFGRID3
* xyz 0 1
C 1.097 -1.000 -2.885
C 0.753 -0.626 -1.508
C 0.060 -0.180 -0.626
C -0.210 0.212 0.666
C -0.868 -0.332 1.722
C -0.715 0.673 2.793
C -0.713 1.373 1.472
H 1.807 -1.800 -2.909
H 1.661 -0.196 -3.461
H 0.172 -1.199 -3.305
H -1.590 0.684 3.391
H 0.095 0.358 3.487
H -1.549 2.032 1.162
*
```

The SMILES is CC#CC1=C2C[C@@H]12. The HOMO energy comes out at -8.12 eV. The value obtained for the HOMO-LUMO gap is 0.311 hartree. For the LUMO energy, the calculation gives 0.013 Eh.

Mulliken population analysis, charges in e, atoms 1 to 2:
1 C -1.17
2 C -0.02



*ii*
DFT (wB97M-V/def2-TZVPD) results for C7H6 in the gas phase.

Geometry as ORCA input:
```
! wB97M-V def2-TZVPD RIJCOSX def2/J DEFGRID3
* xyz 0 1
C 2.764 -0.770 0.815
C 2.143 -0.294 -0.100
C 1.141 0.350 -0.830
C -0.252 0.410 -0.548
C -0.491 -0.426 0.736
C -1.199 0.891 -1.380
C -2.220 1.290 -1.894
H 3.330 -0.958 1.705
H 1.531 0.809 -1.800
H -1.461 -0.225 1.142
H 0.286 -0.334 1.408
H -0.537 -1.380 0.330
H -3.193 1.429 -2.424
*
```

The SMILES is C#C/C=C(\C)C#C. The HOMO energy comes out at -8.37 eV. The value obtained for the HOMO-LUMO gap is 0.303 hartree. For the LUMO energy, the calculation gives -0.005 Eh.

Mulliken population analysis, charges in e, atoms 1 to 2:
1 C 0.02
2 C -0.43



Most favorable first, least favorable last: *ii*, *i*



*i*
DFT (wB97M-V/def2-TZVPD) results for 2 unconnected molecules or ions with the total composition C3H10NO3.

Geometry as ORCA input:
```
! wB97M-V def2-TZVPD RIJCOSX def2/J DEFGRID3
* xyz -1 1
N 0.086 -0.262 -1.870
C -0.540 0.449 -0.767
C 0.572 1.238 -0.072
O 1.535 1.858 -0.927
C -1.282 -0.354 0.350
O -0.451 -1.271 0.925
H 0.479 -1.168 -1.640
H -0.454 -0.381 -2.713
H -1.235 1.129 -1.287
H 0.123 2.002 0.585
H 1.117 0.564 0.579
H 1.521 1.218 -1.659
H -1.838 0.355 0.968
H -2.080 -0.912 -0.186
H 0.490 -2.163 2.794
H 0.749 -0.785 2.226
O 1.208 -1.517 2.695
*
```

The HOMO energy comes out at -3.02 eV. The value obtained for the HOMO-LUMO gap is 0.260 hartree. For the LUMO energy, the calculation gives 0.149 Eh.

Mulliken population analysis, charges in e, atoms 1 to 2:
1 N -0.70
2 C 0.61



*ii*
DFT (wB97M-V/def2-TZVPD) results for 2 unconnected molecules or ions with the total composition C3H10NO3.

Geometry as ORCA input:
```
! wB97M-V def2-TZVPD RIJCOSX def2/J DEFGRID3
* xyz -1 1
C 0.327 1.030 -0.326
C -1.214 1.218 0.182
O -1.526 0.257 1.129
N 1.107 0.697 0.905
C 1.338 -0.791 0.819
O 0.232 -1.498 0.602
H 0.775 2.112 -0.592
H 0.586 0.267 -1.013
H -1.272 2.126 0.669
H -1.656 0.892 -0.759
H -0.899 -0.653 1.087
H 0.560 0.874 1.714
H 2.097 -1.061 0.064
H 1.903 -1.068 1.767
H -0.530 -1.042 -1.395
H -0.948 -2.190 -2.435
O -0.880 -1.170 -2.418
*
```

The HOMO energy comes out at -3.81 eV. The value obtained for the HOMO-LUMO gap is 0.291 hartree. For the LUMO energy, the calculation gives 0.151 Eh.

Mulliken population analysis, charges in e, atoms 1 to 2:
1 C -0.70
2 C -0.47



Most favorable first, least favorable last: *i*, *ii*



*i*
DFT (wB97M-V/def2-TZVPD) results for 2 unconnected molecules or ions with the total composition C2H3O3PS.

Geometry as ORCA input:
```
! wB97M-V def2-TZVPD RIJCOSX def2/J DEFGRID3
* xyz -2 1
C -1.349 -0.006 0.307
C -0.064 -0.412 -0.338
O 1.638 -0.381 1.531
O 2.612 -0.169 -0.798
O 1.345 1.789 0.243
P 1.681 0.348 0.214
S -0.958 -1.710 0.427
H -1.454 0.628 1.112
H -2.081 0.210 -0.406
H -1.369 -0.296 -2.291
*
```

The HOMO energy (alpha / beta) comes out at -0.11 / 0.62 eV. The value obtained for the HOMO-LUMO gap (alpha / beta) is 0.211 / 0.184 hartree. For the LUMO energy (alpha / beta), the calculation gives 0.207 / 0.207 Eh.

Mulliken population analysis, charges in e, atoms 1 to 2:
1 C -0.73
2 C -0.46



*ii*
DFT (wB97M-V/def2-TZVPD) results for 2 unconnected molecules or ions with the total composition C2H3O3PS.

Geometry as ORCA input:
```
! wB97M-V def2-TZVPD RIJCOSX def2/J DEFGRID3
* xyz -2 1
C -0.620 -0.659 -3.698
C -0.509 -1.004 -2.531
O -0.583 0.237 3.603
O 1.617 0.657 2.440
O -0.427 1.959 1.628
P -0.038 0.611 2.275
S -0.183 -0.972 0.856
H -0.382 -0.754 -4.704
H 1.766 0.945 1.605
H -0.641 -1.019 -1.475
*
```

The HOMO energy comes out at 0.75 eV. The value obtained for the HOMO-LUMO gap is 0.184 hartree. For the LUMO energy, the calculation gives 0.212 Eh.

Mulliken population analysis, charges in e, atoms 1 to 2:
1 C -0.41
2 C -0.19



Most favorable first, least favorable last: *ii*, *i*



*i*
DFT (wB97M-V/def2-TZVPD) results for a gas-phase ion, CH4IN2 (charge +1).

Geometry as ORCA input:
```
! wB97M-V def2-TZVPD RIJCOSX def2/J DEFGRID3
* xyz 1 1
N -0.316 -1.151 0.037
C -0.798 0.073 0.015
N -0.127 1.196 -0.031
I -2.955 -0.010 0.000
H 0.721 -1.350 -0.119
H -0.650 -2.147 -0.183
H 0.924 1.162 -0.007
H -0.478 2.148 0.120
*
```

The SMILES is NC(=[NH2+])I. The HOMO energy comes out at -14.71 eV. The value obtained for the HOMO-LUMO gap is 0.372 hartree. For the LUMO energy, the calculation gives -0.169 Eh.

Mulliken population analysis, charges in e, atoms 1 to 2:
1 N -0.46
2 C 0.50



*ii*
DFT (wB97M-V/def2-TZVPD) results for a gas-phase ion, CH4IN2 (charge +1).

Geometry as ORCA input:
```
! wB97M-V def2-TZVPD RIJCOSX def2/J DEFGRID3
* xyz 1 1
C 0.121 0.406 1.493
N 0.190 -0.080 2.567
N -0.062 -1.332 -1.317
I 1.528 -0.370 -0.594
H -0.581 1.118 1.074
H 0.710 -0.748 3.204
H -0.428 -0.917 -2.132
H 0.303 -2.245 -1.601
*
```

The HOMO energy comes out at -14.13 eV. The value obtained for the HOMO-LUMO gap is 0.314 hartree. For the LUMO energy, the calculation gives -0.205 Eh.

Mulliken population analysis, charges in e, atoms 1 to 2:
1 C -0.04
2 N -0.19



Most favorable first, least favorable last: *i*, *ii*



*i*
DFT (wB97M-V/def2-TZVPD) results for a gas-phase ion, C4H8N (charge +1).

Geometry as ORCA input:
```
! wB97M-V def2-TZVPD RIJCOSX def2/J DEFGRID3
* xyz 1 1
C 0.056 0.416 -1.860
N -0.393 0.739 -0.721
C -0.129 0.071 0.515
C -0.233 0.804 1.604
C 0.381 -1.338 0.452
H -0.180 1.051 -2.696
H 0.537 -0.501 -2.167
H -0.916 1.603 -0.613
H -0.640 1.810 1.506
H 0.050 0.487 2.586
H 0.037 -1.854 1.344
H -0.036 -1.869 -0.400
H 1.466 -1.419 0.449
*
```

The SMILES is C=[NH+]C(=C)C. The HOMO energy comes out at -14.92 eV. The value obtained for the HOMO-LUMO gap is 0.347 hartree. For the LUMO energy, the calculation gives -0.201 Eh.

Mulliken population analysis, charges in e, atoms 1 to 2:
1 C -0.16
2 N -0.04



*ii*
DFT (wB97M-V/def2-TZVPD) results for a gas-phase ion, C4H8N (charge +1).

Geometry as ORCA input:
```
! wB97M-V def2-TZVPD RIJCOSX def2/J DEFGRID3
* xyz 1 1
C -2.325 0.489 -0.163
C -0.803 0.445 -0.178
C -0.119 -0.717 0.107
N 1.255 -0.782 0.126
C 1.930 0.506 0.092
H -2.745 1.477 0.240
H -2.594 0.323 -1.226
H -2.704 -0.312 0.498
H 3.004 0.482 -0.160
H -0.555 -1.699 0.380
H 1.764 -1.535 -0.321
H 1.285 1.211 -0.522
H 1.739 0.966 1.079
*
```

The HOMO energy comes out at -14.28 eV. The value obtained for the HOMO-LUMO gap is 0.232 hartree. For the LUMO energy, the calculation gives -0.293 Eh.

Mulliken population analysis, charges in e, atoms 1 to 2:
1 C -0.96
2 C -0.15



*iii*
DFT (wB97M-V/def2-TZVPD) results for 2 unconnected molecules or ions with the total composition C4H8N.

Geometry as ORCA input:
```
! wB97M-V def2-TZVPD RIJCOSX def2/J DEFGRID3
* xyz 1 1
C 0.159 0.097 -0.415
C 0.433 -0.673 -1.644
C 0.906 3.280 1.874
C -1.209 -2.214 -0.245
N -0.419 -1.056 -0.538
H -0.117 -0.687 -2.547
H 1.557 -1.115 -1.589
H 1.114 4.218 2.431
H 1.048 3.189 0.798
H 0.756 2.325 2.484
H -1.777 -1.973 0.646
H -0.575 -3.067 -0.167
H -1.876 -2.324 -1.087
*
```

The HOMO energy (alpha / beta) comes out at -15.17 / -12.18 eV. The value obtained for the HOMO-LUMO gap (alpha / beta) is 0.376 / 0.126 hartree. For the LUMO energy (alpha / beta), the calculation gives -0.182 / -0.321 Eh.

Mulliken population analysis, charges in e, atoms 1 to 2:
1 C 0.08
2 C -0.41



Most favorable first, least favorable last: *i*, *ii*, *iii*



*i*
DFT (wB97M-V/def2-TZVPD) results for C7H10N2OS in the gas phase.

Geometry as ORCA input:
```
! wB97M-V def2-TZVPD RIJCOSX def2/J DEFGRID3
* xyz 0 1
C -2.263 0.209 -2.253
C -1.768 1.443 -1.900
C -1.835 -1.026 -1.733
C -0.647 1.429 -1.119
C -0.686 -0.993 -0.938
C -0.045 0.220 -0.743
C 1.214 0.171 0.017
N 0.870 -0.057 1.540
N 1.909 -0.636 4.057
O -0.669 -0.839 3.806
S 0.544 -1.297 3.232
H -2.940 0.102 -3.215
H -2.346 2.320 -2.136
H -2.428 -1.916 -1.808
H -0.114 2.376 -0.845
H -0.248 -1.835 -0.561
H 1.864 1.175 -0.005
H 1.973 -0.629 -0.298
H 0.289 0.726 1.895
H 2.000 -0.874 5.022
H 2.837 -0.873 3.733
*
```

The HOMO energy comes out at -8.02 eV. The value obtained for the HOMO-LUMO gap is 0.298 hartree. For the LUMO energy, the calculation gives 0.004 Eh.

Mulliken population analysis, charges in e, atoms 1 to 2:
1 C -0.19
2 C -0.56



*ii*
DFT (wB97M-V/def2-TZVPD) results for C7H10N2OS in the gas phase.

Geometry as ORCA input:
```
! wB97M-V def2-TZVPD RIJCOSX def2/J DEFGRID3
* xyz 0 1
C 0.401 0.411 0.005
C -0.586 -0.867 -0.192
C 1.455 -1.566 -0.064
C -0.021 1.778 0.244
C -1.432 1.909 0.736
C -2.461 1.141 -0.179
C 2.678 -2.464 -0.125
N 0.229 -1.944 -0.249
N 1.625 -0.237 0.127
O -2.776 -1.072 -1.587
S -2.372 -0.781 -0.182
H 0.718 2.154 1.006
H -0.171 2.248 -0.757
H -1.435 1.496 1.641
H -1.637 3.014 0.885
H -3.479 1.313 0.104
H -2.325 1.440 -1.250
H 3.493 -1.816 -0.291
H 2.911 -3.112 0.853
H 2.592 -3.232 -0.868
H 2.594 0.188 0.144
*
```

The HOMO energy comes out at -7.93 eV. The value obtained for the HOMO-LUMO gap is 0.312 hartree. For the LUMO energy, the calculation gives 0.020 Eh.

Mulliken population analysis, charges in e, atoms 1 to 2:
1 C 0.18
2 C 0.36



Most favorable first, least favorable last: *ii*, *i*



*i*
DFT (wB97M-V/def2-TZVPD) results for a molecular structure, C3H6ClO2Si.

Geometry as ORCA input:
```
! wB97M-V def2-TZVPD RIJCOSX def2/J DEFGRID3
* xyz -1 1
C 0.421 0.368 0.014
C 2.611 -0.319 0.539
C 1.185 -0.705 0.240
O -1.318 0.092 -0.408
O 0.480 1.566 -0.080
Si -2.802 0.422 -0.691
Cl -4.026 -0.436 0.739
H 2.876 -0.708 1.635
H 3.451 -0.849 -0.199
H 2.669 0.774 0.445
H 0.924 -1.782 0.105
H -3.369 -0.246 -1.834
H -3.101 1.825 -0.506
*
```

The HOMO energy comes out at -3.60 eV. The value obtained for the HOMO-LUMO gap is 0.268 hartree. For the LUMO energy, the calculation gives 0.136 Eh.

Mulliken population analysis, charges in e, atoms 1 to 2:
1 C 0.62
2 C -0.71



*ii*
DFT (wB97M-V/def2-TZVPD) results for a molecular structure, C3H6ClO2Si.

Geometry as ORCA input:
```
! wB97M-V def2-TZVPD RIJCOSX def2/J DEFGRID3
* xyz -1 1
C -3.851 -1.415 0.022
C -0.014 0.116 1.732
C 0.095 -0.261 -1.736
O -2.220 -0.726 0.166
O -4.591 -0.592 0.355
Si -0.823 0.082 -0.059
Cl -0.926 2.160 -0.140
H 0.669 1.021 1.881
H -0.932 0.278 2.403
H 0.622 -0.712 1.977
H 1.001 -0.719 -1.659
H -0.446 -1.003 -2.360
H 0.140 0.615 -2.370
*
```

The HOMO energy comes out at -4.12 eV. The value obtained for the HOMO-LUMO gap is 0.285 hartree. For the LUMO energy, the calculation gives 0.133 Eh.

Mulliken population analysis, charges in e, atoms 1 to 2:
1 C -0.28
2 C -0.99



Most favorable first, least favorable last: *ii*, *i*



*i*
DFT (wB97M-V/def2-TZVPD) results for a gas-phase ion, C10H17N2 (charge +1).

Geometry as ORCA input:
```
! wB97M-V def2-TZVPD RIJCOSX def2/J DEFGRID3
* xyz 1 1
C -0.989 3.371 -0.696
C 0.075 0.985 0.483
C -1.831 2.433 -0.147
C -1.457 1.186 0.343
C -1.573 -1.140 0.328
C 0.918 -1.635 0.527
C -0.247 -1.255 -0.377
C 0.796 -0.224 0.034
C -2.131 -2.511 0.484
C 3.288 -0.019 -0.134
N -2.218 0.022 0.456
N 1.943 -0.015 -0.824
H -1.474 4.299 -1.072
H 0.011 3.278 -1.002
H 0.696 1.860 0.297
H 0.210 0.792 1.627
H -2.909 2.709 -0.275
H 0.699 -1.858 1.526
H 1.750 -2.238 0.128
H -0.318 -1.564 -1.384
H -2.859 -2.651 1.393
H -1.268 -3.175 0.381
H -2.659 -2.828 -0.473
H 3.081 0.438 0.798
H 3.702 -1.002 0.181
H 4.026 0.669 -0.642
H -3.069 0.032 0.905
H 1.983 -0.800 -1.520
H 1.826 0.840 -1.346
*
```

The HOMO energy (alpha / beta) comes out at -9.56 / -9.92 eV. The value obtained for the HOMO-LUMO gap (alpha / beta) is 0.235 / 0.248 hartree. For the LUMO energy (alpha / beta), the calculation gives -0.116 / -0.117 Eh.

Mulliken population analysis, charges in e, atoms 1 to 2:
1 C -0.98
2 C -1.35



*ii*
DFT (wB97M-V/def2-TZVPD) results for a gas-phase ion, C10H17N2 (charge +1).

Geometry as ORCA input:
```
! wB97M-V def2-TZVPD RIJCOSX def2/J DEFGRID3
* xyz 1 1
C 2.051 1.349 0.222
C -5.668 0.212 -0.117
C -4.442 0.797 -0.040
C -1.986 0.795 0.108
C -3.206 0.100 -0.073
C -0.728 0.212 -0.065
C -3.163 -1.362 -0.238
C 4.681 -0.066 -1.069
C 2.530 -0.963 1.090
C 4.253 0.613 0.194
N 0.444 0.930 0.292
N 2.816 0.386 0.471
H -6.670 0.735 -0.376
H -5.819 -0.784 -0.218
H -4.292 1.833 0.196
H -2.104 1.854 0.137
H -0.537 -0.729 -0.623
H -3.656 -1.803 0.569
H -2.104 -1.614 -0.373
H -3.840 -1.629 -1.186
H 4.362 0.382 -1.975
H 5.718 0.063 -1.124
H 4.695 -1.142 -1.040
H 1.483 -1.219 1.012
H 3.063 -1.719 0.464
H 2.888 -1.126 2.073
H 4.895 0.301 0.996
H 4.361 1.776 0.046
H -0.024 1.819 0.648
*
```

The HOMO energy (alpha / beta) comes out at -12.29 / -12.29 eV. The value obtained for the HOMO-LUMO gap (alpha / beta) is 0.269 / 0.269 hartree. For the LUMO energy (alpha / beta), the calculation gives -0.183 / -0.183 Eh.

Mulliken population analysis, charges in e, atoms 1 to 2:
1 C -0.39
2 C -0.79



Most favorable first, least favorable last: *i*, *ii*